DFT (the ωB97M-V functional and the def2-TZVPD basis) results for an isolated molecule of C27H28F3N3O2.

Structure (XYZ):
```
63
Properties=species:S:1:pos:R:3:forces:R:3:lowdin_charge:R:1
C -3.159 -0.202 -1.652 0.02 -0.15 0.25 -0.06
C -3.757 -0.420 -0.264 0.13 -0.04 -0.34 -0.24
N -4.818 0.541 0.018 -0.15 0.11 0.20 -0.19
C -6.137 -0.060 0.086 -0.12 -0.05 -0.14 -0.27
C -6.602 -0.559 -1.278 0.01 0.07 0.31 -0.09
C -4.539 1.441 1.114 0.13 0.18 -0.14 -0.19
C -3.427 2.446 0.784 -0.29 0.07 0.04 -0.15
N -2.113 1.972 1.149 -0.12 -0.13 0.28 0.06
C -1.041 2.044 0.331 0.10 -0.08 0.26 -0.47
O -1.089 2.500 -0.796 0.06 0.17 -0.27 0.06
C 0.228 1.506 0.907 0.22 -0.07 -0.02 -0.14
C 0.260 0.418 1.773 0.00 0.27 -0.03 -0.03
C 1.468 -0.102 2.189 0.23 0.04 0.01 -0.01
C 2.668 0.447 1.743 -0.45 0.27 -0.09 -0.24
N 3.861 -0.156 2.141 0.01 -0.13 0.58 0.15
C 5.021 -0.380 1.452 -0.05 -0.01 0.16 -0.44
O 5.937 -0.961 1.997 0.18 -0.03 -0.03 0.09
C 5.140 0.109 0.046 0.17 -0.07 -0.41 -0.11
C 6.262 0.880 -0.245 -0.06 -0.05 0.10 -0.01
C 6.485 1.351 -1.525 0.00 0.02 0.00 -0.07
C 5.592 1.036 -2.536 0.00 0.05 -0.01 -0.06
C 4.485 0.255 -2.261 0.01 -0.02 0.07 -0.01
C 4.243 -0.224 -0.976 0.27 0.13 0.03 -0.14
C 3.049 -1.048 -0.728 -0.26 -0.32 -0.09 -0.17
C 1.815 -0.638 -1.232 0.05 -0.12 0.03 -0.01
C 0.668 -1.349 -0.947 0.02 -0.23 0.05 0.01
C 0.751 -2.499 -0.171 0.01 -0.09 -0.04 -0.12
C -0.516 -3.214 0.194 -0.23 -0.12 0.12 -0.58
F -0.317 -4.454 0.662 0.25 -0.12 0.02 0.14
F -1.195 -2.558 1.164 0.01 0.20 0.12 0.12
F -1.371 -3.325 -0.835 0.01 0.10 -0.24 0.14
C 1.978 -2.948 0.297 -0.24 0.00 -0.04 0.00
C 3.121 -2.224 0.015 0.01 0.08 -0.12 0.00
C 2.640 1.577 0.928 -0.03 0.07 0.16 0.00
C 1.429 2.083 0.504 -0.16 -0.02 0.04 0.00
H -3.949 -0.136 -2.393 -0.09 -0.01 -0.10 0.07
H -2.581 0.717 -1.685 0.06 0.12 -0.05 0.06
H -2.514 -1.039 -1.912 0.13 -0.09 -0.10 0.05
H -2.965 -0.342 0.488 -0.10 -0.07 0.01 0.10
H -4.154 -1.440 -0.201 0.00 0.03 0.08 0.11
H -6.171 -0.893 0.813 -0.02 0.09 0.00 0.12
H -6.838 0.706 0.427 0.04 -0.06 0.05 0.11
H -7.630 -0.906 -1.210 -0.09 -0.09 -0.04 0.07
H -5.986 -1.382 -1.629 0.05 -0.12 -0.10 0.06
H -6.550 0.249 -2.002 0.00 0.07 -0.11 0.08
H -5.450 2.011 1.310 0.06 -0.05 0.04 0.11
H -4.275 0.906 2.048 -0.07 0.04 0.01 0.12
H -3.413 2.643 -0.288 -0.06 0.06 0.13 0.12
H -3.627 3.386 1.314 0.01 -0.05 -0.11 0.12
H -1.989 1.657 2.099 0.14 0.06 -0.11 0.13
H -0.652 -0.065 2.092 -0.11 -0.06 0.01 0.11
H 1.488 -0.963 2.843 0.01 -0.14 0.02 0.12
H 3.831 -0.648 3.027 0.12 0.04 -0.18 0.16
H 6.954 1.106 0.552 0.07 0.00 0.06 0.12
H 7.355 1.954 -1.734 0.07 0.05 -0.01 0.11
H 5.761 1.393 -3.541 0.02 0.02 -0.09 0.11
H 3.805 -0.013 -3.055 -0.07 -0.03 -0.07 0.12
H 1.745 0.267 -1.814 0.00 0.13 -0.04 0.13
H -0.287 -1.008 -1.313 -0.12 0.06 -0.05 0.11
H 2.036 -3.854 0.880 0.00 -0.07 0.03 0.12
H 4.078 -2.573 0.374 0.11 -0.04 0.03 0.13
H 3.562 2.043 0.620 0.05 0.07 -0.01 0.12
H 1.394 2.937 -0.155 0.00 0.07 -0.09 0.13
```
Positions in Å, forces in eV/Å.

The gap between HOMO and LUMO is 8.6 eV. As for the largest force on an atom: 0.6 eV/Å. The relative energy (zero: lowest compared OMol25 entry of this formula, charge and spin) comes out at 0.010 eV. The calculation puts the HOMO energy at -8.4195 eV. Its total energy is -45173.36789 eV.